39
Properties=species:S:1:pos:R:3:forces:R:3 method="wB97M-V/def2-TZVPD" total_charge=0 homo_lumo_gap_ha=0.276 homo_ev=-9.29 spin_multiplicity=1 total_energy_ha=-1414.77592 lumo_energy_ev=-1.781 de_lowest_kcal_mol=370.7
H 0.352 0.378 -3.072 0.747 -0.957 0.634
N 0.982 -0.423 -2.788 -1.660 -1.427 5.770
C 0.695 -0.790 -1.469 0.376 2.325 -4.797
C -0.453 0.098 -0.706 -0.633 -0.622 0.662
C -0.889 -0.472 0.777 -1.256 -1.479 2.179
C -0.105 -0.169 2.192 -3.263 -2.213 0.091
Cl 1.463 0.874 2.169 -2.756 -1.795 -0.003
C -0.667 -0.766 3.649 -2.131 -0.956 -3.211
C -2.046 -1.703 3.705 1.696 1.575 -4.410
C -2.766 -2.010 2.265 2.053 1.674 -1.337
C -2.236 -1.433 0.826 2.266 0.763 3.466
C -3.219 -1.968 -0.372 2.112 -0.570 -3.012
O -3.031 -2.088 -1.698 -1.559 1.029 9.029
N -4.461 -2.370 0.449 -0.041 1.387 -0.889
C -5.273 -1.096 0.329 -2.338 2.582 3.157
C -5.831 -0.303 1.459 1.239 -1.338 -3.055
C -4.113 -2.849 1.851 -0.217 -1.844 4.558
O -4.694 -3.740 2.658 3.165 5.796 -5.893
H 1.294 -1.693 -1.019 -1.399 1.992 -0.701
H -1.434 0.034 -1.379 2.163 0.006 1.509
H -0.153 1.235 -0.649 -0.253 -2.424 0.026
H -0.082 -0.522 4.638 -1.296 -0.483 -2.296
H -2.516 -2.130 4.688 1.189 0.986 -2.124
H -5.455 -0.663 -0.768 0.390 -1.684 2.554
H -5.512 -0.367 2.583 -0.780 -0.420 -2.432
H -6.645 0.530 1.195 2.246 -1.951 0.477
C 4.953 2.754 -1.784 0.332 0.514 0.254
C 5.158 1.283 -2.040 0.212 -0.389 -0.479
C 4.077 0.658 -1.186 -0.239 -0.274 0.316
O 2.992 1.595 -1.137 0.340 0.157 -0.059
C 3.447 2.847 -1.668 -0.442 0.023 -0.098
H 5.361 3.398 -2.567 -0.070 -0.050 0.097
H 5.419 3.033 -0.831 -0.043 0.026 -0.115
H 4.973 1.062 -3.098 0.040 -0.028 0.125
H 6.160 0.928 -1.787 -0.130 0.015 -0.015
H 4.425 0.495 -0.161 0.071 -0.069 0.004
H 3.722 -0.295 -1.590 -0.098 0.149 0.043
H 2.981 2.982 -2.651 0.031 0.100 -0.014
H 3.126 3.663 -1.015 -0.065 -0.125 -0.009

36
Properties=species:S:1:pos:R:3:forces:R:3 method="wB97M-V/def2-TZVPD" total_charge=+2 homo_lumo_gap_ha="0.256 / 0.263" homo_ev="-15.55 / -15.55" spin_multiplicity=7 total_energy_ha=-1439.07397 lumo_energy_ev="-8.597 / -8.397"
C 1.223 -2.701 1.216 -0.450 -0.739 2.840
C 0.147 -2.278 1.982 2.243 -1.576 1.209
H 2.116 -2.045 1.030 -0.853 -0.636 0.172
H 1.253 -3.723 0.779 -0.070 0.778 0.359
H -0.725 -2.931 2.193 0.697 0.292 -0.238
H 0.132 -1.264 2.461 -0.053 -1.066 -0.472
Eu -0.203 -1.389 -0.209 -1.976 0.741 -2.916
C -0.646 -3.045 -2.165 -1.039 0.380 0.740
C -1.250 -3.752 -1.044 0.373 1.090 -0.126
C -2.443 -1.755 -1.331 0.882 -0.914 -0.336
C -1.392 -1.815 -2.353 -0.240 -0.982 0.775
H -0.868 -4.689 -0.595 -0.479 0.607 -0.523
H -2.977 -3.191 0.346 0.367 0.050 -0.729
H -3.115 -0.900 -1.135 0.255 -0.828 -0.307
C -2.347 -2.956 -0.530 0.767 0.569 -0.855
H -1.091 -0.991 -3.027 -0.632 -1.070 0.027
H 0.257 -3.348 -2.731 -0.846 0.081 0.316
N -0.853 0.602 -1.297 0.185 0.419 -0.523
C -0.416 1.838 -0.747 0.631 0.755 0.116
C -0.730 3.042 -1.343 0.221 -0.847 0.746
C -0.146 4.212 -0.842 0.383 0.320 0.546
C 0.743 4.159 0.211 -0.150 -0.067 -0.161
C 1.096 2.922 0.812 -0.522 -0.203 -0.565
C 1.997 2.814 1.877 -0.144 0.004 -0.183
C 2.278 1.575 2.379 0.513 -0.018 0.507
C 1.708 0.429 1.852 -0.393 1.274 -0.653
N 0.839 0.483 0.843 0.142 0.485 -0.071
C 0.517 1.721 0.319 -0.052 0.713 0.102
H -1.714 0.714 -1.822 -0.105 -0.007 0.028
H -0.150 0.358 -2.003 -0.197 0.234 -0.362
H -1.421 3.048 -2.180 0.095 0.166 0.049
H -0.397 5.156 -1.291 -0.001 0.194 -0.043
H 1.207 5.054 0.614 -0.151 -0.018 -0.176
H 2.443 3.714 2.267 0.164 0.046 0.205
H 2.963 1.454 3.189 0.326 0.052 0.389
H 1.963 -0.521 2.276 0.110 -0.278 0.112

36
Properties=species:S:1:pos:R:3:forces:R:3 method="wB97M-V/def2-TZVPD" total_charge=+1 homo_lumo_gap_ha=0.253 homo_ev=-12.58 spin_multiplicity=1 total_energy_ha=-894.57856 lumo_energy_ev=-5.713 de_lowest_kcal_mol=3.4
C 5.146 1.760 0.118 0.619 -0.160 -0.033
C 3.788 1.164 0.066 -0.341 -0.314 0.119
C 2.666 1.953 -0.180 -0.600 0.975 -0.162
F 2.866 3.302 -0.335 -0.250 -1.310 -0.010
C 1.381 1.457 -0.281 0.062 -0.188 0.224
C 1.138 0.069 -0.017 0.958 0.382 -0.293
C -0.132 -0.561 0.011 -0.103 1.469 0.397
C -1.398 0.074 0.108 -1.014 0.407 0.211
C -1.628 1.461 0.394 -0.043 -0.209 -0.259
C -2.913 1.966 0.340 0.563 0.977 0.124
F -3.097 3.318 0.493 0.252 -1.331 0.025
C -4.050 1.186 0.138 0.381 -0.308 -0.130
C -5.404 1.796 0.122 -0.616 -0.171 0.051
C -3.840 -0.192 -0.041 -0.130 0.042 -0.020
C -2.568 -0.729 -0.062 0.566 -0.138 -0.011
C 2.291 -0.740 0.215 -0.559 -0.267 -0.074
C 3.564 -0.210 0.252 0.107 0.102 0.030
H 5.882 0.955 0.181 -0.011 0.177 0.002
H 5.369 2.358 -0.773 -0.171 -0.051 0.178
H 5.284 2.408 0.992 -0.192 -0.062 -0.169
H 0.571 2.116 -0.575 0.387 -0.036 -0.027
H -0.129 -1.638 0.003 0.100 -0.124 -0.051
H -0.807 2.116 0.665 -0.375 -0.039 -0.004
H -6.150 0.999 0.078 0.022 0.169 0.002
H -5.600 2.396 1.018 0.180 -0.060 -0.178
H -5.559 2.445 -0.749 0.211 -0.073 0.167
H -4.715 -0.830 -0.172 0.316 0.126 0.014
H -2.420 -1.799 -0.222 -0.183 0.301 -0.014
H 2.126 -1.806 0.375 0.143 0.267 -0.009
H 4.428 -0.852 0.430 -0.294 0.124 -0.031
C 0.973 -4.493 -0.473 0.470 -0.138 -0.131
O 0.080 -3.383 -0.276 -0.570 -1.069 -0.040
H 1.729 -4.470 0.318 -0.134 -0.073 -0.105
H 0.473 -5.474 -0.454 0.033 0.498 0.056
H 1.473 -4.376 -1.441 -0.092 -0.070 0.148
H -0.817 -3.746 -0.265 0.304 0.175 0.003

45
Properties=species:S:1:pos:R:3:forces:R:3 method="wB97M-V/def2-TZVPD" total_charge=0 homo_lumo_gap_ha=0.323 homo_ev=-8.51 spin_multiplicity=1 total_energy_ha=-1837.71060 lumo_energy_ev=0.287 de_lowest_kcal_mol=4.6
O 2.219 2.011 0.585 0.193 0.092 -0.246
C 1.258 1.504 1.120 -0.265 0.005 0.515
N -0.003 1.538 0.616 -0.193 -0.093 0.200
C -0.404 1.988 -0.647 -0.105 0.315 -0.419
C 0.423 2.716 -1.500 0.104 -0.034 0.102
C -0.052 3.138 -2.724 -0.461 -0.059 -0.251
C -1.351 2.842 -3.107 0.101 0.068 -0.057
O -1.727 3.328 -4.379 1.002 -0.069 0.711
C -2.953 3.170 -4.817 -1.648 -0.078 -0.721
F -3.902 3.719 -4.034 0.166 0.152 0.324
F -3.332 1.889 -4.986 0.304 -0.269 0.128
F -3.065 3.754 -6.008 0.299 0.161 -0.149
C -2.185 2.117 -2.274 -0.061 0.031 -0.086
C -1.705 1.696 -1.047 0.204 0.087 -0.036
C 1.382 0.835 2.504 0.217 -0.053 0.026
C 2.848 0.431 2.743 0.070 0.073 -0.034
C 3.084 -1.040 2.372 -0.185 0.017 -0.036
C 2.165 -1.469 1.234 0.657 -0.294 -0.393
N 0.773 -1.394 1.659 -0.707 0.089 -0.640
S -0.317 -1.521 0.405 0.169 -0.828 0.130
O -1.575 -0.981 0.866 -0.062 -0.186 0.197
O 0.224 -1.051 -0.832 0.202 -0.355 0.128
C -0.542 -3.270 0.336 0.078 0.513 -0.191
C 0.159 -4.338 -0.162 0.050 0.573 -0.075
N -0.481 -5.488 0.148 0.073 -0.547 -0.063
C -1.548 -5.144 0.818 -0.057 0.076 0.087
N -1.631 -3.805 0.967 -0.173 0.121 0.154
C 0.505 -0.405 2.685 -0.365 0.487 0.370
H -0.727 1.013 1.087 0.192 0.129 0.096
H 1.435 2.939 -1.206 -0.011 0.018 -0.004
H 0.574 3.699 -3.398 0.102 0.082 -0.072
H -3.196 1.867 -2.554 -0.027 0.009 -0.036
H -2.343 1.112 -0.401 -0.081 -0.046 0.057
H 1.083 1.597 3.232 -0.002 -0.051 -0.054
H 3.121 0.592 3.786 -0.019 0.031 0.005
H 3.475 1.075 2.124 -0.026 -0.038 0.147
H 4.119 -1.183 2.062 -0.022 -0.082 0.022
H 2.900 -1.687 3.231 0.072 -0.061 0.016
H 2.360 -2.505 0.943 0.149 0.060 -0.048
H 2.324 -0.831 0.356 0.111 -0.085 0.081
H 1.068 -4.336 -0.728 0.216 0.089 -0.138
H -2.272 -5.833 1.205 -0.241 -0.048 0.116
H -2.348 -3.245 1.402 -0.050 -0.132 0.007
H 0.722 -0.851 3.662 -0.088 0.089 -0.090
H -0.564 -0.192 2.657 0.116 0.039 0.222